[1]
{
  "formula": "C32H44BF4N2NaP2Se",
  "method": "ωB97M-V/def2-TZVPD",
  "species": ["Na", "C", "C", "C", "C", "C", "H", "H", "H", "H", "H", "C", "P", "C", "N", "C", "C", "C", "C", "C", "C", "N", "C", "P", "C", "C", "C", "C", "C", "C", "C", "C", "C", "H", "H", "H", "H", "H", "H", "H", "H", "H", "H", "H", "H", "H", "H", "H", "H", "H", "H", "H", "H", "H", "H", "H", "H", "H", "H", "H", "H", "C", "C", "C", "C", "C", "C", "Se", "C", "C", "C", "H", "H", "H", "H", "H", "H", "H", "H", "H", "H", "H", "F", "B", "F", "F", "F"],
  "coordinates": [[-0.18181, 1.80360, 1.25038], [-2.16174, 3.68258, 1.99918], [-3.30011, 4.07047, 1.26872], [-4.33988, 3.16877, 1.56532], [-3.84041, 2.21153, 2.46952], [-2.49610, 2.53137, 2.74628], [-1.21957, 4.21806, 2.02970], [-3.36014, 4.91479, 0.59386], [-5.34356, 3.19912, 1.15570], [-4.39386, 1.38664, 2.90186], [-1.85923, 2.02936, 3.46469], [-2.50201, 1.39219, -0.75600], [-2.78378, -0.41464, -0.66138], [-1.87681, -0.94738, -2.18075], [-2.48506, -1.13272, -3.31944], [-1.74249, -1.58077, -4.37624], [-2.36258, -1.78022, -5.62620], [-1.62606, -2.22464, -6.69218], [-0.24856, -2.48596, -6.54834], [0.36945, -2.29806, -5.34037], [-0.37325, -1.84068, -4.23371], [0.25190, -1.66921, -3.02978], [-0.45602, -1.23329, -2.02795], [0.32877, -0.92756, -0.36303], [-0.02568, -2.54325, 0.43444], [2.16437, -1.01455, -0.70525], [2.52219, 0.07902, -1.71400], [2.81864, -0.66746, 0.63512], [2.69378, -2.37354, -1.16789], [-4.59826, -0.59138, -1.09226], [-4.88524, -2.05304, -1.44561], [-5.32888, -0.25364, 0.21591], [-5.11327, 0.33620, -2.19234], [-2.96236, 1.86468, 0.11744], [-2.90111, 1.84467, -1.66343], [-1.43161, 1.59852, -0.75686], [-3.42062, -1.56431, -5.70595], [-2.09928, -2.37234, -7.65517], [0.32110, -2.83246, -7.40174], [1.42661, -2.48368, -5.19834], [0.29358, -3.39146, -0.17186], [-1.09619, -2.60669, 0.62646], [0.48913, -2.55689, 1.39635], [2.09607, 1.04636, -1.44311], [2.19631, -0.17505, -2.72139], [3.60890, 0.20875, -1.72668], [2.51233, 0.31649, 0.99098], [3.90675, -0.65743, 0.51677], [2.57743, -1.38396, 1.42263], [2.19803, -2.72150, -2.07166], [2.58754, -3.12964, -0.38654], [3.76473, -2.27436, -1.37653], [-4.50278, -2.72442, -0.67156], [-4.44147, -2.33198, -2.40020], [-5.96856, -2.20154, -1.51107], [-5.03082, -0.92716, 1.02231], [-6.40862, -0.35719, 0.05889], [-5.12115, 0.76597, 0.54572], [-4.54712, 0.22339, -3.11509], [-5.07189, 1.37854, -1.87412], [-6.16346, 0.09738, -2.39794], [6.89121, -0.46513, 3.93491], [5.40909, -0.20565, 3.87526], [4.90579, 1.02956, 3.49406], [3.53937, 1.29297, 3.44077], [3.07966, 2.64906, 2.99068], [2.61513, 0.28953, 3.78569], [0.73545, 0.60382, 3.73673], [3.12051, -0.96988, 4.16887], [2.18877, -2.09286, 4.52598], [4.49135, -1.19446, 4.20804], [7.44722, 0.34024, 3.45213], [7.15507, -1.39984, 3.43358], [7.24903, -0.53979, 4.96651], [5.59665, 1.82050, 3.21387], [3.92703, 3.32406, 2.85854], [2.37373, 3.07854, 3.70312], [2.54750, 2.59560, 2.03634], [1.43648, -2.23258, 3.74654], [1.62320, -1.86120, 5.43160], [2.74252, -3.02324, 4.67615], [4.85032, -2.17966, 4.49781], [1.59058, 5.19709, -0.66775], [1.41169, 3.91872, -1.19410], [0.58672, 3.94332, -2.32177], [2.65127, 3.34457, -1.50883], [0.77845, 3.09235, -0.19100]],
  "forces_ev_per_angstrom": [[-0.202, 0.085, 0.320], [-0.032, 0.012, 0.004], [-0.011, 0.078, -0.013], [0.007, 0.009, -0.016], [0.004, -0.014, 0.065], [-0.006, -0.078, -0.012], [0.011, -0.010, -0.022], [0.004, -0.009, -0.007], [-0.006, 0.008, -0.001], [0.007, -0.007, -0.005], [-0.002, -0.006, 0.002], [0.029, 0.030, -0.053], [-0.053, 0.033, 0.085], [-0.053, 0.005, -0.055], [0.034, -0.009, -0.006], [-0.009, 0.013, 0.036], [0.014, -0.010, -0.038], [-0.052, 0.017, 0.013], [0.054, -0.003, 0.024], [-0.010, -0.017, -0.052], [0.006, 0.013, 0.052], [-0.035, 0.016, -0.024], [0.014, -0.108, 0.056], [0.090, 0.128, -0.215], [-0.028, -0.025, 0.029], [0.010, -0.078, -0.012], [0.000, 0.036, -0.022], [0.028, 0.048, 0.027], [0.017, -0.010, 0.030], [-0.013, 0.001, 0.039], [0.021, 0.002, 0.006], [-0.019, -0.002, -0.030], [0.001, 0.009, -0.006], [0.032, 0.046, -0.005], [-0.024, -0.061, -0.019], [-0.004, -0.026, -0.068], [-0.002, -0.005, -0.012], [-0.007, 0.000, 0.003], [0.006, 0.000, 0.003], [0.002, -0.004, -0.008], [0.004, 0.007, -0.007], [0.004, 0.020, 0.008], [-0.004, -0.001, 0.004], [0.010, -0.001, 0.014], [-0.006, -0.011, 0.001], [-0.001, -0.002, 0.001], [0.017, 0.014, -0.002], [0.000, -0.001, 0.005], [-0.022, -0.009, 0.004], [0.003, 0.010, -0.005], [-0.015, 0.001, 0.002], [0.004, -0.001, 0.004], [0.010, 0.002, -0.003], [-0.002, -0.002, -0.014], [-0.004, -0.003, 0.006], [-0.001, -0.007, 0.000], [-0.004, 0.004, 0.003], [0.008, -0.006, 0.004], [-0.003, -0.009, -0.007], [0.014, 0.001, 0.001], [-0.007, 0.003, 0.006], [0.040, -0.011, 0.007], [-0.032, 0.010, 0.001], [0.021, -0.017, -0.011], [-0.009, 0.025, -0.013], [-0.022, 0.023, -0.020], [0.008, -0.014, 0.042], [0.043, -0.065, -0.067], [-0.019, -0.003, 0.028], [-0.004, -0.016, 0.006], [0.014, -0.001, -0.029], [-0.002, 0.001, -0.003], [-0.006, -0.002, -0.002], [-0.007, 0.002, 0.003], [0.006, -0.003, 0.002], [0.002, 0.003, 0.008], [0.003, -0.005, 0.008], [0.022, -0.007, -0.005], [0.013, -0.012, -0.010], [-0.007, 0.018, -0.006], [0.000, 0.003, 0.010], [0.011, 0.000, 0.002], [-0.029, 0.016, -0.004], [-0.014, 0.058, 0.016], [-0.004, -0.016, -0.003], [0.043, -0.034, -0.003], [0.101, -0.071, -0.076]],
  "max_force_ev_per_a": 0.39,
  "e_homo_ev": -1.5,
  "de_lowest_kcal_mol": 0.0,
  "gap_ev": 5.14,
  "charge": -2,
  "energy_ha": -5026.40947,
  "spin_multiplicity": 1
}

[2]
{
  "formula": "C32H44F2N5O2RuSi2Te",
  "method": "ωB97M-V/def2-TZVPD",
  "species": ["Ru", "C", "C", "O", "C", "C", "C", "N", "N", "C", "O", "C", "C", "C", "C", "C", "C", "H", "H", "H", "H", "H", "H", "H", "H", "H", "H", "H", "H", "C", "Si", "C", "C", "C", "Te", "C", "Si", "C", "C", "C", "H", "H", "H", "H", "H", "H", "H", "H", "H", "H", "H", "H", "H", "H", "H", "H", "H", "H", "H", "H", "H", "H", "C", "C", "N", "C", "C", "C", "C", "C", "C", "C", "C", "N", "C", "N", "H", "H", "H", "H", "H", "H", "H", "H", "H", "F", "C", "F", "H"],
  "coordinates": [[0.86977, 0.17253, -0.45140], [5.15336, 0.06224, -1.16929], [3.76675, 0.63027, -0.99291], [2.83500, -0.24299, -0.83372], [3.61504, 2.00221, -1.02466], [2.40402, 2.72815, -0.96460], [2.46736, 4.22759, -0.97208], [1.23607, 2.13476, -0.91802], [0.13741, 2.97412, -0.85426], [-0.97041, 2.31486, -0.74527], [-1.05824, 0.99998, -0.69139], [-2.23096, 3.10643, -0.70395], [-2.18562, 4.50223, -0.71573], [-3.35438, 5.23968, -0.65348], [-4.58530, 4.59726, -0.57883], [-4.63604, 3.21233, -0.57060], [-3.46466, 2.46910, -0.63237], [5.10886, -1.02419, -1.18114], [5.79566, 0.38985, -0.34867], [5.59238, 0.41769, -2.10100], [4.52574, 2.57810, -1.11398], [3.49530, 4.57037, -1.06510], [2.02958, 4.61945, -0.05265], [1.86906, 4.62476, -1.79100], [-1.22284, 4.99083, -0.77196], [-3.30546, 6.32123, -0.65561], [-5.49784, 5.17634, -0.51498], [-5.59045, 2.70519, -0.50924], [-3.50416, 1.38784, -0.61702], [-3.76736, -2.80956, 2.31727], [-3.89606, -3.91987, 0.81077], [-2.37315, -4.99373, 0.65301], [-5.44074, -4.97116, 0.97481], [-4.00109, -2.85724, -0.73739], [-2.56348, -1.25899, -0.58676], [-2.69845, -0.72679, -2.66081], [-1.42023, -1.67742, -3.65074], [0.29468, -1.03460, -3.18587], [-1.78063, -1.34575, -5.46445], [-1.54610, -3.51768, -3.35483], [-3.76697, -3.39634, 3.23976], [-4.60782, -2.11323, 2.35986], [-2.84359, -2.22496, 2.29810], [-2.31428, -5.72580, 1.46264], [-1.47000, -4.37915, 0.68709], [-2.37501, -5.54004, -0.29313], [-5.33694, -5.66783, 1.81121], [-5.63068, -5.55871, 0.07405], [-6.31995, -4.35199, 1.16653], [-4.98965, -2.41350, -0.86420], [-3.78218, -3.46448, -1.61760], [-2.46707, 0.33812, -2.72587], [-3.72170, -0.89276, -2.99801], [0.20785, -0.36441, -2.31580], [0.75574, -0.46131, -3.99146], [0.96929, -1.84735, -2.91446], [-1.60425, -0.30064, -5.72896], [-2.82483, -1.57665, -5.68557], [-1.15801, -1.96512, -6.11621], [-1.37229, -3.76256, -2.30509], [-0.79447, -4.04432, -3.95004], [-2.52545, -3.90151, -3.64874], [-0.35117, 1.28800, 3.53720], [-0.26072, 1.23977, 2.16149], [0.85100, 0.80263, 1.56146], [1.89885, 0.43512, 2.28943], [1.90585, 0.47195, 3.67390], [0.73264, 0.87691, 4.29728], [3.05494, -0.01989, 4.44470], [4.34604, 0.00731, 4.11537], [5.02756, 0.86987, 3.13218], [6.37558, 0.67444, 2.84946], [6.98432, 1.55883, 1.97866], [6.33876, 2.58976, 1.43783], [5.05693, 2.69887, 1.78065], [4.37343, 1.89469, 2.58167], [-1.26730, 1.62746, 3.99762], [-1.08662, 1.52240, 1.52768], [2.74848, 0.04433, 1.74580], [0.67976, 0.89173, 5.37951], [2.81097, -0.47855, 5.39823], [5.01176, -0.59892, 4.72039], [6.92209, -0.14359, 3.29936], [8.02791, 1.45091, 1.70342], [4.51612, 3.54079, 1.36352], [0.47343, -2.75276, -0.46622], [0.85954, -1.73768, 0.38106], [0.00678, -1.84679, 1.47774], [1.83293, -2.06856, 0.76639]],
  "forces_ev_per_angstrom": [[-1.264, -0.067, 0.778], [-0.064, -0.069, 0.085], [0.095, 0.415, -0.160], [-0.442, -0.103, 0.542], [0.241, -0.398, 0.005], [-0.565, 0.037, -0.106], [-0.019, 0.013, 0.016], [0.721, 0.750, -0.295], [-0.218, -0.098, 0.087], [-0.023, 0.167, -0.325], [1.360, 0.280, 0.248], [-0.038, -0.012, 0.067], [0.025, -0.019, -0.014], [0.020, 0.003, 0.012], [0.011, -0.025, 0.041], [-0.007, 0.040, 0.002], [0.026, -0.054, -0.010], [0.005, -0.005, 0.006], [0.008, -0.018, -0.047], [0.028, -0.002, 0.013], [-0.013, 0.011, -0.049], [0.011, -0.010, -0.004], [0.004, 0.019, -0.006], [0.018, 0.023, -0.001], [-0.013, 0.008, 0.005], [-0.010, -0.003, -0.011], [0.001, -0.001, -0.031], [0.006, -0.016, -0.009], [-0.026, 0.011, 0.030], [0.053, -0.051, 0.031], [-0.036, 0.038, -0.151], [0.013, -0.017, 0.110], [0.033, -0.058, 0.037], [0.095, -0.030, 0.091], [-0.707, -0.210, -0.033], [0.273, -0.066, 0.009], [-0.415, 0.122, -0.049], [0.329, -0.234, -0.005], [0.237, -0.045, -0.055], [0.137, -0.052, 0.005], [-0.008, -0.003, -0.023], [0.004, 0.012, 0.005], [-0.007, -0.002, 0.024], [0.009, 0.014, -0.010], [0.001, -0.006, -0.037], [-0.006, -0.003, 0.002], [-0.026, 0.004, -0.013], [0.010, 0.008, -0.002], [0.005, 0.005, -0.025], [0.012, 0.040, 0.014], [0.039, 0.004, 0.015], [-0.135, 0.029, 0.050], [-0.014, 0.007, 0.040], [-0.225, 0.129, -0.170], [-0.018, 0.068, 0.048], [-0.012, 0.011, -0.006], [-0.022, -0.001, 0.018], [-0.005, -0.012, 0.008], [-0.016, 0.036, -0.014], [0.000, 0.002, 0.004], [-0.015, 0.004, 0.015], [-0.013, 0.020, -0.005], [0.106, 0.025, 0.008], [-0.028, 0.099, 0.134], [0.263, -0.651, -0.913], [0.163, -0.050, -0.033], [-0.133, 0.181, 0.226], [0.011, 0.143, 0.096], [-0.177, 0.027, -0.025], [0.241, 0.175, 0.092], [0.084, -0.117, -0.227], [0.064, -0.173, 0.042], [0.014, 0.079, -0.009], [-0.080, -0.055, 0.029], [0.059, -0.039, 0.035], [-0.126, 0.169, 0.058], [-0.005, -0.007, 0.008], [-0.005, -0.099, 0.002], [-0.051, 0.043, -0.040], [-0.037, -0.032, -0.004], [-0.107, -0.300, -0.181], [0.085, 0.207, 0.104], [0.036, 0.014, -0.033], [0.003, -0.039, 0.039], [-0.022, -0.029, 0.007], [0.010, -0.205, -0.273], [0.170, -0.320, 0.000], [-0.146, 0.027, 0.132], [0.154, 0.285, -0.074]],
  "max_force_ev_per_a": 1.49,
  "e_homo_ev": [-7.0, -7.0],
  "de_lowest_kcal_mol": 49.9,
  "gap_ev": [6.20, 6.13],
  "s_squared": 0.755,
  "energy_ha": -2811.66921,
  "spin_multiplicity": 2
}